Record 1
# C33H39N6O3PbSSi

C33H39N6O3PbSSi as an isolated structure (the ωB97M-V functional and the def2-TZVPD basis, OMol25).

Element x y z (Å)
Pb 1.42692 -0.63974 -0.45612
N 3.52093 0.31617 -4.44471
C 3.18945 0.72180 -3.16760
S 3.87015 -0.21790 -1.87481
N 2.43424 1.78729 -3.12415
N 2.04173 2.15239 -1.88400
C 1.47891 3.28863 -1.82616
C 0.91417 3.80966 -0.56613
C 0.08480 4.93252 -0.60128
C -0.47815 5.39738 0.57333
C -0.21036 4.73340 1.75974
C 0.63892 3.63518 1.70654
N 1.19716 3.19141 0.58625
H 3.86104 -0.63016 -4.47941
H 2.84852 0.56700 -5.15427
H 1.35549 3.90092 -2.72335
H -0.12206 5.42023 -1.54653
H -1.12025 6.26998 0.56613
H -0.63836 5.05928 2.69907
H 0.89259 3.07453 2.60461
N 0.18315 -3.70618 -3.88922
C 0.62531 -2.96700 -2.82201
O 0.45193 -1.75820 -2.79969
C 1.30849 -3.76219 -1.72632
C 2.10061 -2.93957 -0.70774
H -0.43459 -3.25280 -4.53860
H 0.13957 -4.70589 -3.81629
H 1.91890 -4.52299 -2.22825
H 0.49698 -4.29980 -1.22914
H 3.14274 -2.90316 -1.03388
H 2.08542 -3.45948 0.25772
C 4.17219 -1.88571 3.06261
Si 2.96314 -0.46077 2.78336
C 2.78687 0.44922 4.43834
C 3.82054 0.74978 1.64694
N 1.50429 -1.00130 2.06264
C 0.59718 -1.79256 2.70579
C 0.78799 -2.29501 4.02600
C -0.13443 -3.06887 4.70512
C -1.35849 -3.37664 4.12559
C -1.60286 -2.89908 2.84580
C -0.65317 -2.17575 2.14646
O -0.94067 -1.70245 0.86034
C -1.67431 -2.45238 -0.01994
C -1.75044 -3.84241 0.00669
C -2.52300 -4.51049 -0.93309
C -3.21741 -3.81133 -1.91286
C -3.09751 -2.42818 -1.96302
C -2.32810 -1.75416 -1.02858
H 5.16650 -1.52557 3.35117
H 4.27241 -2.44594 2.12534
H 3.82672 -2.58553 3.83041
H 3.78384 0.67370 4.83600
H 2.24411 -0.11504 5.20047
H 2.26198 1.40258 4.30215
H 4.56237 1.33479 2.20211
H 3.11224 1.44467 1.17943
H 4.34391 0.23255 0.83452
H 1.71795 -2.05316 4.52151
H 0.09949 -3.41539 5.70607
H -2.09931 -3.97313 4.64203
H -2.56100 -3.09281 2.38088
H -1.20676 -4.39256 0.76313
H -2.58385 -5.59164 -0.89717
H -3.83543 -4.33925 -2.62941
H -3.60314 -1.86677 -2.74035
H -2.20240 -0.68132 -1.07435
C -2.96481 1.63574 1.06365
C -2.19477 1.97051 -0.19177
O -1.06065 1.58887 -0.34051
C -2.84729 2.80139 -1.26525
C -2.07290 3.14653 -2.37312
C -2.60636 3.93439 -3.37952
C -3.91998 4.38383 -3.28776
C -4.69894 4.03287 -2.19472
C -4.16246 3.24541 -1.18368
H -2.38029 0.91951 1.63940
H -3.94144 1.20647 0.82925
H -3.11683 2.54083 1.65788
H -1.05245 2.78053 -2.41757
H -1.99907 4.20392 -4.23467
H -4.33612 5.01015 -4.06813
H -5.72390 4.37625 -2.12660
H -4.77754 2.97803 -0.33272

Calculated values
frontier orbital gap	6.23	eV
total charge	-1
maximum force	0.61	eV/Å
energy above the lowest of the compared OMol25 structures with the same formula, charge and spin	41.35	kJ/mol
HOMO level	-3.852	eV

***

Record 2
# C33H39N7O4SeTi

C33H39N7O4SeTi as an isolated structure (the ωB97M-V functional and the def2-TZVPD basis, OMol25).

Element x y z (Å)
Ti -0.77201 -0.34249 0.30119
C 2.02365 1.42463 0.23059
N 0.58364 1.23399 0.38251
C -0.07480 2.30911 0.72042
C -1.44623 2.23295 1.01046
C -2.33113 3.15486 1.58845
C -3.50492 2.46110 1.84046
C -3.30624 1.15531 1.39409
N -2.07680 1.00743 0.88065
C 2.72432 1.50302 1.57341
C 2.55897 0.46805 2.48637
C 3.19114 0.50567 3.71547
C 3.99980 1.57955 4.04644
C 4.16468 2.61635 3.14585
C 3.52900 2.58125 1.91448
H 2.21429 2.35329 -0.32826
H 2.44351 0.58304 -0.33740
H 0.43897 3.26309 0.83857
H -2.12719 4.18498 1.79960
H -4.39627 2.83862 2.29955
H -4.01996 0.34666 1.43321
H 1.91137 -0.36454 2.23526
H 3.05427 -0.30820 4.41158
H 4.47891 1.61650 5.01292
H 4.78761 3.45885 3.40107
H 3.66633 3.40102 1.22581
C -2.95023 -2.55171 0.56282
N -2.36388 -1.72328 -0.50159
C -3.49482 -1.13972 -1.23682
C -1.62932 -2.59574 -1.42923
C -0.31607 -3.09371 -0.83532
N 0.61506 -1.98552 -0.56568
C 1.34550 -1.66555 -1.79513
C 1.61180 -2.46352 0.40194
H -3.52421 -3.37931 0.12455
H -3.62762 -1.95328 1.17072
H -2.19761 -2.96039 1.23658
H -4.08798 -1.92939 -1.71498
H -3.15569 -0.44415 -2.00396
H -4.14175 -0.59070 -0.55679
H -1.43152 -2.03273 -2.34812
H -2.24744 -3.46920 -1.70024
H 0.14047 -3.82295 -1.52486
H -0.52197 -3.61618 0.10301
H 2.04232 -2.47446 -2.05566
H 1.92535 -0.75306 -1.66068
H 0.66357 -1.52511 -2.63194
H 2.09492 -3.37656 0.02763
H 1.14306 -2.68545 1.36249
H 2.38408 -1.70889 0.54638
O -1.67670 -2.31056 3.23005
C -1.17490 -1.22610 2.98872
O -0.50149 -1.02475 1.88774
C -1.25224 -0.07903 3.94428
C -2.09641 -0.16121 5.05522
C -2.12719 0.85752 5.99418
C -1.30669 1.96293 5.84982
C -0.47453 2.04381 4.73598
C -0.45213 1.04245 3.77646
N 0.41049 3.16166 4.57706
O 0.65453 3.84000 5.55248
O 0.87076 3.35504 3.46226
H -2.70476 -1.04486 5.16615
H -2.78340 0.78497 6.84837
H -1.28998 2.75756 6.57896
H 0.22333 1.12473 2.93910
C -1.70598 -0.78432 -4.97934
N -0.38532 -0.27479 -4.73900
C -0.03021 0.59989 -3.76843
Se -1.01002 1.07942 -2.27846
N 1.25206 0.97682 -3.98637
C 1.74875 0.31685 -5.08857
C 2.98533 0.32660 -5.70863
C 3.16701 -0.56042 -6.75475
C 2.15215 -1.41557 -7.17959
C 0.89516 -1.38914 -6.60051
C 0.70864 -0.50525 -5.55126
H -2.40779 -0.26484 -4.32641
H -1.75053 -1.86025 -4.79865
H -1.99042 -0.59131 -6.01367
H 1.71997 1.68350 -3.44272
H 3.76613 0.99625 -5.39232
H 4.12058 -0.59647 -7.25438
H 2.34969 -2.10880 -7.98076
H 0.10515 -2.03585 -6.94088

Calculated values
frontier orbital gap (alpha / beta)	7.80 / 7.85	eV
total charge	+1
2S+1	2
expectation value of S²	0.752
maximum force	3.32	eV/Å
energy above the lowest of the compared OMol25 structures with the same formula, charge and spin	11.38	kJ/mol
HOMO level (alpha / beta)	-10.395 / -10.397	eV

***

Record 3
# C33H40AsBrGaN3O

C33H40AsBrGaN3O as an isolated structure (the ωB97M-V functional and the def2-TZVPD basis, OMol25).

Element x y z (Å)
Ga 0.66302 0.61973 -0.09219
Br 2.31425 -2.14935 5.75692
C 1.83258 -1.37030 4.09498
C 0.50092 -1.34703 3.71375
C 0.15909 -0.77602 2.49645
C 1.11527 -0.22048 1.64168
C 2.44408 -0.25978 2.07123
C 2.81245 -0.82835 3.28286
H -0.25406 -1.77346 4.36083
H -0.88919 -0.76662 2.21147
H 3.22181 0.16908 1.44886
H 3.84862 -0.84698 3.59285
C -3.33163 -1.05533 4.56588
C -4.06477 -0.22022 3.55527
C -4.02202 -0.53018 2.20065
C -4.69084 0.23684 1.25834
C -5.39267 1.36596 1.65886
N -6.03280 2.22415 0.73071
C -5.65325 2.55607 -0.55077
O -6.45713 2.93693 -1.37601
N -4.30717 2.42278 -0.87993
C -3.19395 2.51767 -0.03300
C -3.15937 3.32639 1.09732
C -2.04031 3.29419 1.91177
C -0.98162 2.47429 1.57553
N -1.00251 1.72705 0.46916
C -2.07260 1.75054 -0.32005
C -5.46122 1.67728 3.01336
C -4.81391 0.88622 3.94610
H -2.76331 -1.84740 4.07818
H -4.02293 -1.52390 5.26882
H -2.63357 -0.44925 5.14659
H -3.45498 -1.39283 1.87154
H -4.65243 -0.03227 0.20962
H -6.97971 2.50178 0.92861
H -4.14719 2.44836 -1.87345
H -4.00539 3.95520 1.33853
H -1.98597 3.89942 2.80532
H -0.10056 2.38300 2.19760
H -2.04367 1.10978 -1.19363
H -6.01021 2.55617 3.33163
H -4.87638 1.14657 4.99676
C -2.89083 -3.45831 -0.29100
As -1.62324 -1.99229 -0.61826
C -2.41192 -1.38416 -2.30894
C -0.09870 -3.08620 -1.26516
C -0.39070 -3.99494 -2.41519
C -0.38829 -3.51911 -3.72700
C -0.67950 -4.35994 -4.78940
C -0.98182 -5.69545 -4.56145
C -0.98130 -6.18271 -3.26359
C -0.68521 -5.33946 -2.20211
H -2.94122 -4.12663 -1.15077
H -3.88084 -3.04178 -0.10346
H -2.57941 -4.02209 0.58867
H -2.61912 -2.21380 -2.98389
H -1.73680 -0.68179 -2.80056
H -3.34927 -0.87528 -2.07409
H 0.19190 -3.66312 -0.38416
H 0.71867 -2.39734 -1.48195
H -0.14170 -2.48147 -3.91538
H -0.66584 -3.97184 -5.80027
H -1.20789 -6.35270 -5.39128
H -1.20573 -7.22544 -3.07618
H -0.67885 -5.73107 -1.19082
C 3.24666 1.92405 -3.14370
C 2.41815 0.79409 -2.51643
C 1.71494 0.02993 -3.64732
C 3.36719 -0.16260 -1.79522
C 1.41660 1.39163 -1.55367
H 3.99099 1.53029 -3.84199
H 3.76400 2.49411 -2.37043
H 2.59899 2.61275 -3.69185
H 2.43315 -0.35537 -4.37939
H 1.00843 0.68095 -4.16799
H 1.15326 -0.80900 -3.23371
H 4.09274 -0.60358 -2.48393
H 2.81440 -0.98545 -1.32716
H 3.91803 0.36196 -1.01099
H 0.75879 2.10658 -2.05802

Calculated values
frontier orbital gap	6.12	eV
total charge	0
maximum force	0.67	eV/Å
energy above the lowest of the compared OMol25 structures with the same formula, charge and spin	0.00	kJ/mol
HOMO level	-6.363	eV

***

Record 4
# C33H40BrInN6O2SSi

C33H40BrInN6O2SSi as an isolated structure (the ωB97M-V functional and the def2-TZVPD basis, OMol25).

Element x y z (Å)
In 0.18101 2.19239 -0.14416
C 1.78608 -1.49862 -4.09495
C 0.39607 -1.57293 -4.02639
C -0.34125 -0.52844 -3.49881
C 0.28717 0.63468 -3.02343
C 1.68347 0.69927 -3.09705
C 2.41883 -0.35293 -3.63153
N -0.42137 1.64627 -2.38673
C -1.45033 2.25355 -2.97571
C -1.74585 2.15184 -4.37445
C -2.79907 2.81501 -4.93071
C -3.65213 3.63913 -4.16076
C -3.40284 3.77240 -2.82678
C -2.31985 3.10270 -2.21744
N -2.05660 3.19280 -0.87023
N -2.86719 3.83339 -0.15196
C -2.55547 3.82115 1.22468
C -3.44325 4.47867 2.07286
C -3.21789 4.41990 3.43314
C -2.11394 3.72389 3.90771
C -1.27126 3.12615 2.98613
N -1.48772 3.17020 1.67376
H 2.35967 -2.31140 -4.52218
H -0.11478 -2.46056 -4.37884
H -1.41897 -0.60267 -3.42129
H 2.17486 1.59833 -2.74574
H 3.49749 -0.26439 -3.71337
H -1.10115 1.54631 -4.99647
H -2.97743 2.71515 -5.99516
H -4.47801 4.15878 -4.62627
H -4.02429 4.39709 -2.20050
H -4.28928 4.99803 1.64555
H -3.89841 4.90513 4.12092
H -1.91112 3.63958 4.96593
H -0.39799 2.56663 3.30144
Br -1.68833 -1.95253 4.12947
C -2.97717 -0.83916 3.28836
C -4.26324 -0.90156 3.80632
C -5.28113 -0.16130 3.22690
C -5.02160 0.61797 2.10963
C -3.74058 0.65624 1.58848
C -2.69117 -0.04704 2.17824
C -1.31889 0.14138 1.57932
O -0.32473 0.07910 2.33157
O -1.28553 0.40067 0.33917
H -4.46070 -1.53524 4.65959
H -6.27899 -0.20954 3.64358
H -5.81396 1.18578 1.63970
H -3.52146 1.23567 0.70179
C 3.42248 0.94254 2.77020
C 3.04449 -0.51982 2.59104
N 2.07528 -0.73108 1.52255
C 2.22018 -1.12517 0.28910
S 0.02331 -2.85454 0.32780
N 3.36092 -1.23453 -0.39550
C 4.61747 -0.51025 -0.17699
C 4.57681 0.89057 -0.77053
H 4.05470 1.05967 3.65085
H 2.52281 1.54311 2.90192
H 3.95493 1.33676 1.90543
H 2.55126 -0.87999 3.49508
H 3.90951 -1.16333 2.43658
H 1.08743 -0.51350 1.80103
H 3.20021 -1.48437 -1.36332
H 5.40484 -1.10600 -0.63968
H 4.83988 -0.47389 0.88262
H 4.48023 0.85055 -1.85524
H 5.49703 1.42456 -0.53017
H 3.72858 1.45647 -0.38066
C 0.32963 -5.97450 0.68547
Si 1.38182 -4.51565 0.19443
C 2.02341 -4.67788 -1.55406
C 2.80824 -4.32796 1.39275
C 0.96154 -1.49649 -0.44034
H 0.92771 -6.88839 0.70693
H -0.49328 -6.12087 -0.01534
H -0.09487 -5.82705 1.68032
H 2.69288 -5.53742 -1.63931
H 2.58131 -3.79371 -1.87034
H 1.19600 -4.81451 -2.25223
H 3.40477 -5.24380 1.41518
H 2.43170 -4.14178 2.40042
H 3.47324 -3.50799 1.11598
H 1.14736 -1.68194 -1.49487
H 0.29650 -0.63476 -0.33047

Calculated values
frontier orbital gap	6.16	eV
total charge	0
maximum force	0.31	eV/Å
energy above the lowest of the compared OMol25 structures with the same formula, charge and spin	0.00	kJ/mol
HOMO level	-6.575	eV

***

Record 5
# C33H40CdGeN11OSSe3

C33H40CdGeN11OSSe3 as an isolated structure (the ωB97M-V functional and the def2-TZVPD basis, OMol25).

Element x y z (Å)
Cd 11.29151 10.16399 11.84680
N 8.22007 8.32637 8.22725
C 9.32252 8.93190 8.62999
S 9.31713 10.07027 9.88297
N 10.49486 8.46335 7.92150
N 11.54518 8.70654 8.57995
C 12.77201 8.32120 8.16025
C 13.92893 8.80492 8.82038
C 15.02251 9.14714 8.00930
C 16.26674 9.36194 8.61318
C 16.37225 9.44696 9.99420
C 15.26566 9.34135 10.79638
C 13.97569 8.87426 10.30866
O 13.00030 8.62879 11.07853
H 7.32372 8.43737 8.73898
H 8.24793 7.53205 7.59175
H 12.84061 7.67916 7.24852
H 14.92159 9.13898 6.94411
H 17.16506 9.50502 7.96792
H 17.36919 9.62225 10.44812
H 15.31495 9.70964 11.84297
Se 5.38489 10.28150 17.34893
N 6.04286 11.44466 16.11627
C 6.77947 10.80523 15.23228
C 7.57951 11.50304 14.23377
C 7.27158 12.84090 13.91553
C 8.09474 13.37161 12.94165
C 9.11884 12.72109 12.36457
N 9.43328 11.43421 12.70940
C 8.58703 10.84624 13.56964
C 8.84723 9.42986 13.83715
N 9.75303 8.72119 13.17091
C 9.81416 7.37979 13.22264
C 9.10187 6.62480 14.14555
C 8.22846 7.32233 14.96204
C 8.08405 8.68414 14.81651
C 7.09639 9.46710 15.61256
N 6.42365 8.92485 16.60545
H 6.55382 13.42565 14.43756
H 7.92755 14.40086 12.49933
H 9.80918 13.23893 11.70360
H 10.52633 6.96927 12.54912
H 9.29114 5.56952 14.14258
H 7.68172 6.76366 15.75651
C 15.04172 12.46065 15.70815
C 13.68662 12.90745 15.02534
N 13.00252 11.83267 14.31028
C 13.20060 10.51708 14.46098
N 12.56961 9.61492 13.74091
C 13.09273 8.25216 13.78460
C 13.26862 7.78419 15.22041
C 14.30945 8.71396 15.87118
N 14.16830 10.09586 15.37308
C 14.86936 11.07532 16.30360
H 15.42968 13.13442 16.53619
H 15.79174 12.37116 14.85916
H 13.93756 13.76014 14.38091
H 12.96500 13.32975 15.75872
H 12.34328 12.06328 13.55648
H 14.02678 8.21388 13.20274
H 12.37753 7.62213 13.23722
H 13.61835 6.72439 15.25832
H 12.38738 7.73648 15.89103
H 15.36029 8.46097 15.67907
H 14.28724 8.65176 16.94572
H 15.88593 10.61389 16.59457
H 14.23717 11.05933 17.20607
Se 13.47654 14.73653 11.02219
C 12.73864 13.10294 11.03637
N 12.39108 11.96197 11.07446
C 13.62826 17.92031 6.17442
Ge 11.97096 17.26133 6.84802
C 10.63462 17.00080 5.34536
C 11.32464 18.47367 8.21667
C 12.22960 15.50218 7.54808
Se 10.73386 14.29753 7.27908
C 11.84511 12.66658 7.53041
H 13.51259 18.46372 5.21979
H 14.26482 17.03425 6.19168
H 13.98608 18.66606 6.87066
H 10.72333 17.96446 4.82694
H 9.67045 16.84046 5.85782
H 10.88630 16.16698 4.63402
H 11.13033 19.50608 7.86394
H 12.12773 18.60502 8.94845
H 10.41930 17.99895 8.72778
H 12.44811 15.36718 8.63532
H 13.00422 15.08180 6.97650
H 12.84543 12.91806 7.75841
H 11.74943 12.13536 6.59642
H 11.36376 12.11825 8.32268

Calculated values
frontier orbital gap	3.07	eV
total charge	-1
maximum force	6.12	eV/Å
energy above the lowest of the compared OMol25 structures with the same formula, charge and spin	137.55	kJ/mol
HOMO level	-2.592	eV

***

The lowest maximum force belongs to which entry? C33H40BrInN6O2SSi